No. 1
Entry from OMol25: a cluster of 5 separate species, C8H24BrO4 in total at a distorted geometry (ωB97M-V/def2-TZVPD).

Atoms and positions in Å:
C: -14.593 19.207 -33.905
H: -19.700 19.115 -26.745
H: -12.626 20.181 -30.330
H: -14.703 20.945 -32.461
C: -15.218 20.007 -32.667
O: -12.868 21.496 -28.679
O: -15.239 19.129 -31.539
H: -14.213 17.122 -26.643
H: -12.752 21.919 -30.726
H: -15.558 17.738 -25.627
C: -18.993 18.611 -27.405
H: -15.554 19.651 -26.982
H: -17.377 19.576 -32.742
H: -19.045 17.577 -27.063
O: -14.757 19.176 -26.737
C: -12.373 21.191 -30.009
H: -16.864 20.920 -33.821
H: -18.657 20.431 -29.431
O: -19.543 20.171 -29.167
H: -18.866 17.052 -30.000
H: -17.985 19.014 -27.309
H: -17.662 18.308 -29.721
C: -18.725 18.127 -29.884
H: -15.340 18.605 -34.421
H: -15.683 17.308 -27.344
C: -16.686 20.408 -32.875
C: -15.063 17.802 -26.596
C: -19.568 18.800 -28.821
H: -13.913 18.507 -33.420
H: -14.126 19.825 -34.673
H: -13.789 21.727 -28.816
H: -11.289 21.242 -29.907
H: -15.671 19.531 -30.782
Br: -16.384 21.548 -28.970
H: -18.989 18.636 -30.811
H: -20.604 18.510 -28.995
H: -17.021 21.025 -32.041

The value obtained for the strongest force on any atom is 2.02 eV/Å. Its expectation value of S² is 0.7526. The calculation puts the gap between HOMO and LUMO (spin up / spin down) at 10.8 / 5.4 eV. The multiplicity is 2. The highest occupied orbital energy (spin up / spin down) is -10.30 / -10.26 eV.

Here are the Mulliken charges for atoms 1 to 6, given in e: number 1, C, carries -1.2662; number 2, H, carries 0.3614; number 3, H, carries 0.2467; number 4, H, carries 0.0793; number 5, C, carries 0.8630; number 6, O, carries -0.4429

=====

No. 2
Entry from OMol25: a structure of composition C8H24CeClI2P2S at a distorted geometry (ωB97M-V/def2-TZVPD).

Atoms and positions in Å:
H: -3.680 -1.695 2.752
H: -3.834 1.119 -0.473
H: -4.124 -0.548 -0.652
H: 2.133 2.425 -1.388
C: -4.019 0.217 0.139
H: 3.616 -1.256 -2.915
P: -2.600 -0.119 1.259
I: -2.318 -2.231 -3.614
H: 2.179 -2.228 -2.551
I: -3.554 0.158 -4.037
H: 3.583 1.767 -2.235
C: 2.214 1.005 3.183
C: 2.779 1.543 -1.545
H: 1.679 -1.699 2.629
C: 2.804 -1.376 -2.244
P: 1.789 0.135 -2.149
H: 2.085 0.339 4.036
H: 1.921 2.067 3.452
H: 0.359 -0.292 -4.130
H: -4.923 0.330 0.735
H: 2.937 -1.249 1.501
C: 1.843 -1.328 1.601
H: -1.918 -1.950 2.684
H: -1.439 1.085 3.053
H: -3.241 1.370 3.053
H: 3.154 -1.670 -1.246
H: -2.111 2.179 1.901
C: -2.359 1.246 2.439
H: 1.415 -2.023 0.834
H: 1.829 0.727 -4.499
H: -2.893 -2.529 1.391
Ce: -0.597 -0.476 -0.730
H: 3.291 0.983 2.971
H: 3.157 1.359 -0.512
C: 1.035 0.511 -3.784
H: 0.344 1.369 -3.709
S: 1.245 0.383 1.686
C: -2.828 -1.707 2.121
Cl: -0.954 2.059 -1.006

The net charge is +3. The value obtained for the strongest force on any atom is 2.27 eV/Å. The calculation puts the gap between HOMO and LUMO (spin up / spin down) at 5.6 / 5.6 eV. The multiplicity is 1. The highest occupied orbital energy (spin up / spin down) is -18.24 / -18.24 eV.

Here are the Mulliken charges for atoms 1 to 6, given in e: number 1, H, carries 0.4305; number 2, H, carries 0.3646; number 3, H, carries 0.3159; number 4, H, carries 0.3329; number 5, C, carries -0.9894; number 6, H, carries 0.4405

=====

No. 3
Entry from OMol25: a structure of composition C8H24ClLiO8 at a distorted geometry (ωB97M-V/def2-TZVPD).

Atoms and positions in Å:
C: 2.910 -1.095 0.766
H: 2.855 0.629 -0.189
H: -3.679 -0.133 -1.677
Cl: -0.505 -2.529 1.061
C: -0.396 2.597 0.701
H: 0.785 -0.495 -3.632
C: -3.314 -0.469 -0.706
H: 1.468 -0.833 2.278
O: -0.117 -1.456 0.221
C: 0.607 1.786 1.437
O: -1.693 -2.174 1.769
H: -1.038 -0.234 -3.779
C: 2.522 -0.601 2.124
H: 3.992 -0.967 0.736
O: 0.431 0.383 1.176
H: -0.207 -1.113 -2.453
H: 1.742 0.885 -1.710
H: 0.595 1.980 2.510
H: 3.067 -1.123 2.911
H: -4.263 -0.375 -0.177
H: -1.421 2.258 0.850
H: -2.660 0.529 1.028
H: 0.317 1.864 -2.673
C: -0.056 0.966 -2.180
C: -0.158 -0.265 -3.137
H: -1.286 0.155 0.075
O: 2.283 -0.134 -0.079
Li: 0.753 -0.150 -0.081
H: -2.572 -1.988 -1.610
H: -0.075 2.471 -0.333
H: -0.294 3.655 0.943
O: -0.821 -3.648 0.280
H: 0.409 0.032 2.070
O: -2.923 -1.853 -0.726
H: 1.623 2.092 1.187
H: -1.004 1.281 -1.745
O: 0.947 0.617 -1.243
H: -2.355 1.425 -0.488
H: 2.637 -2.091 0.417
H: 2.576 0.479 2.256
O: 0.651 -2.805 1.829
C: -2.333 0.447 -0.008

The value obtained for the strongest force on any atom is 11.10 eV/Å. The calculation puts the gap between HOMO and LUMO at 8.7 eV. The multiplicity is 1. The highest occupied orbital energy is -9.22 eV.

Here are the Mulliken charges for atoms 1 to 6, given in e: number 1, C, carries -0.4504; number 2, H, carries 0.3327; number 3, H, carries 0.3749; number 4, Cl, carries 1.9794; number 5, C, carries -1.2431; number 6, H, carries 0.3508

=====

No. 4
Entry from OMol25: a cluster of 3 separate species, C8H24ClN2O2 in total at a distorted geometry (ωB97M-V/def2-TZVPD).

Atoms and positions in Å:
H: 3.323 1.242 -0.836
H: -1.285 -1.266 1.219
H: -3.703 -0.033 -1.530
H: 1.899 -2.097 0.009
C: 2.768 1.116 0.094
H: 2.970 -1.483 -1.141
N: 1.263 2.408 1.576
C: -0.919 -0.109 -1.410
H: 3.392 3.797 0.645
H: -3.314 -4.714 1.061
H: -3.140 0.494 -0.109
N: -3.286 -0.338 -0.663
H: 0.365 1.945 1.581
H: -2.144 -1.900 -1.613
H: -0.705 -2.568 0.359
H: 0.081 -0.517 -1.564
C: -1.959 -1.116 -0.879
H: -1.865 -4.483 0.122
H: 1.090 2.181 -0.564
H: -1.214 0.205 -2.411
H: 1.940 4.515 -0.082
C: -2.824 -4.029 0.370
H: 1.785 1.939 2.303
C: -1.582 -1.923 0.402
H: 3.552 1.226 0.843
H: -4.004 -0.961 -0.321
H: -0.903 0.783 -0.784
Cl: -2.128 2.115 1.422
C: 2.624 -1.294 -0.125
H: 0.950 3.314 1.893
H: 3.466 -1.477 0.543
H: -3.378 -3.937 -0.564
C: 2.594 3.643 -0.080
O: 1.926 -0.074 0.137
H: 3.125 3.778 -1.022
O: -2.652 -2.710 0.959
C: 1.891 2.333 0.161

The value obtained for the strongest force on any atom is 2.46 eV/Å. Its expectation value of S² is 0.7504. The calculation puts the gap between HOMO and LUMO (spin up / spin down) at 2.0 / 8.2 eV. The multiplicity is 2. The highest occupied orbital energy (spin up / spin down) is -2.11 / -8.49 eV.

Here are the Mulliken charges for atoms 1 to 6, given in e: number 1, H, carries 0.3544; number 2, H, carries 0.0516; number 3, H, carries 0.9771; number 4, H, carries 0.2269; number 5, C, carries -0.9906; number 6, H, carries 0.3930

=====

No. 5
Entry from OMol25: a structure of composition C8H24N5O4Tl at a distorted geometry (ωB97M-V/def2-TZVPD).

Atoms and positions in Å:
O: 26.535 23.677 -7.409
H: 23.783 25.166 -3.862
H: 27.724 20.917 -6.879
N: 24.855 23.631 -8.419
H: 22.399 23.846 -7.015
O: 24.042 24.164 -5.766
H: 25.676 22.234 -6.304
C: 23.223 23.291 -6.567
Tl: 25.711 25.011 -6.696
H: 27.561 23.616 -3.824
H: 26.510 21.469 -3.405
N: 27.508 21.829 -6.503
H: 25.105 21.733 -4.427
H: 26.415 29.403 -8.581
H: 24.278 24.078 -9.117
C: 24.094 22.678 -7.711
C: 25.085 21.667 -7.024
C: 26.910 23.133 -4.553
N: 25.174 28.158 -6.941
H: 25.532 23.135 -8.982
H: 22.733 22.433 -6.108
H: 27.463 28.123 -8.935
H: 22.548 25.374 -5.151
H: 24.615 20.924 -6.379
H: 25.403 22.859 -3.112
O: 26.342 24.117 -5.317
C: 25.890 22.239 -3.865
C: 23.262 24.690 -4.692
N: 26.819 28.530 -8.272
H: 24.607 27.604 -6.315
N: 27.802 22.208 -8.491
H: 27.625 22.557 -5.140
H: 24.774 28.958 -7.410
H: 27.194 22.101 -5.582
H: 22.650 23.912 -4.236
H: 23.459 22.125 -8.403
H: 27.554 22.607 -9.386
C: 26.186 27.674 -7.490
H: 25.847 21.199 -7.646
H: 28.286 21.321 -8.473
O: 26.487 26.518 -7.323
C: 27.169 22.637 -7.459

The net charge is +2. The value obtained for the strongest force on any atom is 17.60 eV/Å. The value obtained for the relative energy (zero: lowest compared OMol25 entry of this formula, charge and spin) is 252.3 kcal per mole. The calculation puts the gap between HOMO and LUMO at 8.3 eV. The multiplicity is 1. The highest occupied orbital energy is -15.09 eV.

Here are the Mulliken charges for atoms 1 to 6, given in e: number 1, O, carries -0.9665; number 2, H, carries 0.3265; number 3, H, carries 0.2734; number 4, N, carries -0.4422; number 5, H, carries 0.5372; number 6, O, carries 0.0806

=====

No. 6
Entry from OMol25: a cluster of 4 separate species, C8H24O8S2 in total at a distorted geometry (ωB97M-V/def2-TZVPD).

Atoms and positions in Å:
S: 3.402 -0.425 -0.548
O: 2.594 -0.670 0.947
H: 0.997 1.096 3.277
H: -3.367 2.104 -2.185
H: -4.936 2.726 -1.491
H: -4.146 3.246 -2.923
H: 2.422 0.159 3.753
H: 0.387 -2.305 0.263
H: 1.338 0.908 0.888
H: -1.887 -2.860 -2.705
C: -1.103 -0.713 -2.519
O: -1.390 -4.543 -0.230
H: -0.453 -1.621 1.797
S: -1.736 -3.292 0.464
H: -0.991 0.018 -1.718
H: -2.436 2.403 0.926
H: 0.336 -3.165 1.791
H: 5.557 0.080 0.557
H: -0.228 -0.575 -3.153
H: 4.999 -1.408 1.030
O: -3.314 4.021 -1.254
H: -2.650 4.409 -1.829
C: -1.387 2.131 0.809
H: 2.949 1.331 1.464
H: 5.725 -1.339 -0.573
H: -2.011 -0.447 -3.061
C: 5.085 -0.803 0.127
H: -1.224 3.338 2.230
O: -0.862 2.463 2.071
O: 3.470 0.983 -0.892
H: -1.342 1.072 0.556
H: 1.021 -0.651 3.083
C: 1.630 0.250 3.009
C: 2.170 0.569 1.505
C: -0.215 -2.470 1.157
O: 3.015 -1.414 -1.507
O: -2.079 -2.140 -0.746
C: -1.354 -2.208 -2.013
C: -3.950 2.975 -1.886
H: -0.371 -2.674 -1.948
O: -2.743 -3.236 1.488
H: -0.924 2.679 -0.012

The value obtained for the strongest force on any atom is 3.20 eV/Å. The value obtained for the relative energy (zero: lowest compared OMol25 entry of this formula, charge and spin) is 45.6 kcal per mole. The calculation puts the gap between HOMO and LUMO at 10.8 eV. The multiplicity is 1. As for the SMILES: CCOS(C)(=O)=O.CCOS(C)(=O)=O.CO.CO. The highest occupied orbital energy is -10.41 eV.

Here are the Mulliken charges for atoms 1 to 6, given in e: number 1, S, carries 1.1257; number 2, O, carries -0.2991; number 3, H, carries 0.2770; number 4, H, carries 0.1631; number 5, H, carries 0.2699; number 6, H, carries 0.3720

=====

No. 7
Entry from OMol25: a structure of composition C8H25BeNP2 at a distorted geometry (ωB97M-V/def2-TZVPD).

Atoms and positions in Å:
H: 3.004 -2.984 0.566
P: 1.289 -1.782 -0.667
N: 0.560 0.438 1.401
C: 0.531 -3.410 -0.994
H: -1.146 3.111 -1.815
H: -0.682 0.577 -0.858
H: -2.896 2.812 1.103
H: 3.062 -1.220 0.884
H: -2.950 3.011 -1.863
H: -3.520 -0.316 -1.416
H: 1.798 -2.227 1.652
C: 2.402 -2.086 0.747
Be: -0.131 -0.350 0.156
H: -0.040 -3.366 -1.932
H: 3.068 -2.388 -2.208
H: 3.040 -0.627 -1.880
H: 2.558 1.566 3.534
H: -3.443 -0.409 0.356
H: 1.304 -4.185 -1.064
C: 2.421 -1.513 -2.066
H: -1.125 2.941 1.061
C: -1.961 2.233 1.029
C: 1.524 1.214 3.692
H: 1.846 -1.337 -2.983
H: -1.035 -1.211 0.708
H: -1.933 1.873 -2.812
C: 0.993 0.802 2.416
H: 1.513 0.363 4.382
H: -1.894 1.584 1.909
C: -2.012 2.440 -1.876
H: 1.683 1.499 -1.834
C: -3.455 0.281 -0.498
H: -0.156 -3.636 -0.170
H: 0.909 2.040 4.081
H: 1.162 2.041 -1.804
P: -1.954 1.283 -0.500
H: -4.332 0.939 -0.435

The value obtained for the strongest force on any atom is 3.88 eV/Å. The calculation puts the gap between HOMO and LUMO (spin up / spin down) at 4.4 / 3.4 eV. The multiplicity is 1. The highest occupied orbital energy (spin up / spin down) is -3.57 / -2.69 eV.

Here are the Mulliken charges for atoms 1 to 6, given in e: number 1, H, carries 0.4406; number 2, P, carries 0.8261; number 3, N, carries -0.7263; number 4, C, carries -1.2263; number 5, H, carries 0.3497; number 6, H, carries -0.0054

=====

No. 8
Entry from OMol25: a structure of composition C8H25FeN6O3S2 at a distorted geometry (ωB97M-V/def2-TZVPD).

Atoms and positions in Å:
C: 2.281 -0.889 1.389
H: 1.603 -1.453 -1.217
O: -0.205 2.409 -0.162
C: -2.940 -3.116 -1.396
H: 3.914 0.827 -0.096
H: -2.900 2.305 -1.497
H: 0.497 -2.100 1.412
H: 1.862 -2.895 0.643
H: 3.183 -0.784 0.793
C: -2.192 3.067 -1.815
H: 0.052 -1.866 -0.859
H: 2.529 0.614 -1.837
H: -0.651 2.083 2.061
H: 0.553 -0.556 2.993
C: 3.113 1.563 -0.078
C: 0.682 0.467 2.637
N: 0.883 -1.370 -0.504
H: -2.263 3.965 -1.203
H: 1.790 2.478 1.357
H: -1.360 -0.673 1.267
C: -0.684 1.024 2.298
H: 2.589 -1.157 2.400
O: 0.341 3.225 -2.418
N: -3.197 -3.933 -0.367
O: -0.547 0.966 -1.919
H: -2.332 3.317 -2.865
S: -0.565 2.449 -1.635
H: -3.180 -3.546 0.560
H: 1.192 1.023 3.423
H: 3.148 1.610 2.092
H: -3.723 -4.411 -2.787
N: 1.528 0.405 1.401
N: 2.108 1.207 -1.126
H: 3.571 2.527 -0.293
N: -1.118 0.299 1.073
C: 1.367 -1.934 0.776
S: -2.240 -1.576 -1.185
C: 2.423 1.595 1.275
H: -3.034 -2.951 -3.403
H: -1.970 0.697 0.683
Fe: 0.368 0.506 -0.238
H: -3.711 -4.792 -0.496
N: -3.231 -3.549 -2.619
H: -1.381 0.871 3.121
H: 1.846 2.054 -1.637

The net charge is +2. The value obtained for the strongest force on any atom is 1.14 eV/Å. The value obtained for the relative energy (zero: lowest compared OMol25 entry of this formula, charge and spin) is 6.5 kcal per mole. Its expectation value of S² is 0.7730. The calculation puts the gap between HOMO and LUMO (spin up / spin down) at 7.6 / 7.3 eV. The multiplicity is 2. The highest occupied orbital energy (spin up / spin down) is -14.46 / -14.46 eV.

Here are the Mulliken charges for atoms 1 to 6, given in e: number 1, C, carries -0.6505; number 2, H, carries 0.3301; number 3, O, carries -0.4917; number 4, C, carries 0.6540; number 5, H, carries 0.4030; number 6, H, carries 0.3233

=====

no.,E (hartree)
1,-3194.0474
2,-2929.7658
3,-1388.3308
4,-1039.1973
5,-1065.3043
6,-1717.3627
7,-1071.7796
8,-2933.7279